No. 1
{
  "formula": "C2H2O3",
  "method": "the ωB97M-V functional and the def2-TZVPD basis",
  "species": ["O", "C", "C", "O", "O", "H", "H"],
  "positions_angstrom": [[-0.364, -1.466, 0.153], [-0.593, -0.346, -0.430], [0.268, 0.655, -0.007], [0.243, 1.845, -0.472], [1.076, 0.102, 0.922], [-1.531, 0.026, -0.901], [0.901, -0.816, 0.736]],
  "atomic_forces_ev_per_a": [[-2.528, 2.412, -3.831], [-3.087, -5.581, 1.844], [4.019, 6.483, 0.094], [0.111, -4.679, 2.261], [0.986, 4.208, -0.703], [0.492, -1.119, -0.375], [0.008, -1.725, 0.709]],
  "gap_ev": 9.3,
  "lumo_ha": -0.0726,
  "charge": 0,
  "homo_energy_ev": -11.246
}



No. 2
{
  "formula": "C18H17BN2O5S2",
  "method": "the ωB97M-V functional and the def2-TZVPD basis",
  "species": ["O", "C", "N", "C", "C", "C", "C", "C", "S", "O", "O", "N", "C", "C", "C", "C", "C", "B", "O", "O", "C", "S", "C", "C", "C", "C", "C", "C", "H", "H", "H", "H", "H", "H", "H", "H", "H", "H", "H", "H", "H", "H", "H", "H", "H"],
  "positions_angstrom": [[0.376, -2.196, -0.005], [1.379, -1.722, -0.534], [2.586, -1.403, 0.059], [2.742, -1.419, 1.500], [2.197, -0.210, 2.201], [2.648, 0.687, 3.095], [1.707, 1.698, 3.509], [0.557, 1.592, 2.832], [-0.776, 2.785, 2.995], [-0.296, 4.078, 3.512], [-1.846, 2.178, 3.770], [-0.864, 2.862, 1.234], [-1.752, 2.103, 0.485], [-1.516, 2.093, -0.930], [-1.895, 0.984, -1.667], [-2.511, -0.033, -0.987], [-2.774, -0.049, 0.390], [-3.311, -1.379, 1.075], [-4.500, -1.345, 1.800], [-2.583, -2.583, 0.880], [-2.390, 1.025, 1.100], [0.535, 0.271, 1.771], [1.295, -1.441, -1.985], [0.008, -1.543, -2.588], [-0.122, -1.162, -3.933], [0.960, -0.623, -4.665], [2.215, -0.651, -4.091], [2.332, -1.075, -2.783], [3.283, -0.804, -0.389], [3.822, -1.596, 1.735], [2.204, -2.224, 1.971], [3.582, 0.494, 3.534], [1.860, 2.551, 4.135], [-0.252, 3.571, 0.846], [-1.262, 3.103, -1.444], [-1.681, 1.013, -2.710], [-2.870, -0.895, -1.524], [-4.525, -2.138, 2.338], [-1.704, -2.494, 0.447], [-2.377, 0.937, 2.152], [-0.766, -2.058, -2.076], [-1.118, -1.153, -4.402], [0.956, -0.338, -5.710], [3.145, -0.275, -4.538], [3.300, -1.214, -2.402]],
  "atomic_forces_ev_per_a": [[1.276, 0.210, 0.963], [-0.006, -0.103, -0.698], [-0.543, -0.102, 0.614], [0.927, -0.087, 0.958], [-2.108, 1.346, -0.967], [-0.246, -0.074, 0.680], [0.880, -0.275, -0.448], [-0.524, 0.553, 0.801], [1.273, 0.858, 0.271], [-0.356, -2.222, -1.559], [0.689, 0.649, -1.700], [-1.361, 1.593, 2.928], [1.517, -1.232, -1.595], [-0.821, 2.370, 0.393], [-0.037, 1.318, 1.048], [-0.744, -1.549, -0.143], [-0.626, -1.432, -1.713], [0.457, -0.684, -0.616], [1.614, -0.203, -0.470], [-0.726, 1.366, 0.346], [0.794, 1.386, 0.412], [0.309, -1.067, -0.482], [-2.182, -0.256, -0.819], [1.804, 0.231, -1.379], [-0.372, 0.675, 0.017], [0.389, -0.731, 0.201], [0.304, 0.406, 0.419], [0.508, 0.113, -0.132], [-0.904, -0.449, -0.220], [-0.851, 0.378, -0.097], [-0.194, -0.795, -0.420], [1.317, 0.338, 0.627], [0.452, 0.105, 0.514], [-0.393, -0.007, 0.049], [0.209, -2.023, 0.941], [-0.191, -0.374, -0.640], [0.148, -0.277, -0.405], [-0.394, -0.343, 0.142], [-0.673, 0.234, 0.402], [-0.381, 0.249, 0.863], [-0.680, 0.159, 0.447], [0.521, -0.316, 0.232], [-0.785, 0.139, 0.038], [-0.679, -0.329, -0.343], [1.390, 0.250, 0.541]],
  "gap_ev": 8.2,
  "lumo_ha": 0.0027,
  "charge": 0,
  "homo_energy_ev": -8.100
}



No. 3
{
  "formula": "C46H57N6OPS2Tl",
  "method": "the ωB97M-V functional and the def2-TZVPD basis",
  "species": ["Tl", "C", "N", "C", "C", "N", "C", "C", "C", "C", "C", "C", "N", "C", "N", "C", "C", "C", "C", "C", "C", "N", "H", "H", "H", "H", "H", "H", "H", "H", "H", "H", "H", "H", "H", "H", "H", "C", "C", "C", "P", "C", "C", "C", "C", "C", "C", "C", "C", "C", "C", "N", "C", "C", "C", "C", "C", "C", "C", "C", "C", "H", "H", "H", "H", "H", "H", "H", "H", "H", "H", "H", "H", "H", "H", "H", "H", "H", "H", "H", "H", "H", "H", "H", "H", "H", "H", "H", "H", "H", "H", "H", "S", "C", "C", "C", "C", "C", "C", "H", "H", "H", "H", "H", "C", "S", "C", "O", "H", "H", "H", "H", "H", "H"],
  "positions_angstrom": [[1.854, 0.376, -0.103], [1.663, 1.796, -3.938], [2.547, 1.023, -3.088], [3.350, 0.012, -3.726], [3.386, -1.244, -2.905], [2.753, -1.416, -1.790], [3.042, -2.695, -1.363], [2.628, -3.351, -0.214], [3.088, -4.643, -0.032], [3.933, -5.257, -0.962], [4.346, -4.611, -2.115], [3.894, -3.313, -2.297], [4.094, -2.359, -3.276], [0.311, 2.074, -3.314], [-0.362, 1.244, -2.609], [-1.573, 1.933, -2.150], [-4.004, 1.729, -1.575], [-4.104, 3.185, -1.222], [-3.442, 4.264, -1.653], [-2.280, 4.347, -2.516], [-1.448, 3.320, -2.720], [-0.313, 3.292, -3.510], [1.470, 1.209, -4.840], [2.116, 2.753, -4.240], [3.032, 1.569, -2.385], [4.393, 0.313, -3.908], [2.895, -0.219, -4.696], [1.973, -2.836, 0.480], [2.789, -5.199, 0.847], [4.278, -6.264, -0.769], [4.998, -5.094, -2.832], [4.679, -2.453, -4.087], [-4.986, 1.440, -1.968], [-4.906, 3.372, -0.512], [-3.795, 5.229, -1.297], [-2.042, 5.316, -2.944], [0.190, 4.126, -3.763], [-3.981, -3.236, -2.520], [-2.571, -2.999, -1.979], [-2.325, -4.001, -0.849], [-2.087, -1.262, -1.334], [-2.933, -0.266, -2.709], [-2.928, 1.280, -2.568], [-2.265, -0.666, -4.032], [-3.254, -1.158, 0.077], [-4.639, -1.238, -0.074], [-5.517, -1.360, 0.989], [-7.002, -1.498, 0.768], [-4.978, -1.385, 2.279], [-3.631, -1.239, 2.482], [-2.704, -1.101, 1.402], [-1.394, -0.970, 1.631], [-0.930, -0.396, 2.802], [-0.051, -1.077, 3.671], [0.194, -2.548, 3.485], [0.569, -0.403, 4.712], [0.324, 0.938, 4.971], [1.044, 1.651, 6.084], [-0.600, 1.592, 4.167], [-1.228, 0.957, 3.105], [-2.201, 1.722, 2.248], [-4.047, -4.264, -2.888], [-4.236, -2.577, -3.350], [-4.727, -3.113, -1.737], [-1.852, -3.208, -2.781], [-2.857, -3.689, 0.052], [-1.270, -4.068, -0.615], [-2.678, -4.996, -1.136], [-3.988, -0.558, -2.744], [-1.551, 1.966, -1.052], [-3.864, 1.164, -0.649], [-3.168, 1.687, -3.559], [-1.181, -0.619, -3.934], [-2.569, 0.005, -4.840], [-2.537, -1.682, -4.318], [-5.067, -1.173, -1.068], [-7.253, -1.359, -0.285], [-7.560, -0.765, 1.356], [-7.348, -2.492, 1.068], [-5.642, -1.513, 3.129], [-3.223, -1.249, 3.486], [1.149, -2.723, 2.986], [-0.602, -2.981, 2.881], [0.223, -3.055, 4.451], [1.269, -0.941, 5.343], [0.997, 1.071, 7.007], [0.608, 2.633, 6.268], [2.098, 1.780, 5.827], [-0.835, 2.634, 4.368], [-2.230, 2.776, 2.535], [-3.211, 1.318, 2.334], [-1.917, 1.648, 1.195], [4.819, 1.513, -0.513], [5.633, 0.813, 0.851], [6.324, 1.626, 1.764], [7.038, 1.072, 2.812], [7.092, -0.305, 2.979], [6.390, -1.120, 2.098], [5.666, -0.575, 1.053], [6.300, 2.700, 1.626], [7.563, 1.724, 3.503], [7.675, -0.738, 3.782], [6.414, -2.197, 2.228], [5.116, -1.213, 0.370], [0.586, 4.772, 1.337], [2.054, 4.309, 0.350], [2.994, 3.585, 1.712], [1.588, 3.182, -0.504], [0.854, 5.557, 2.041], [0.219, 3.888, 1.852], [-0.178, 5.127, 0.649], [3.308, 4.382, 2.385], [3.853, 3.100, 1.248], [2.398, 2.834, 2.228]],
  "atomic_forces_ev_per_a": [[-0.241, 0.194, 0.153], [0.001, 0.052, 0.192], [-0.404, 0.071, -0.072], [0.112, 0.048, 0.190], [0.038, -0.109, -0.201], [-0.208, 0.133, 0.079], [0.328, -0.208, -0.325], [0.029, 0.016, -0.072], [-0.124, 0.028, 0.214], [0.068, -0.063, -0.082], [0.081, 0.034, -0.057], [-0.221, -0.033, 0.360], [-0.039, 0.108, -0.019], [-0.177, -0.703, 0.721], [0.622, 0.238, -0.295], [-0.031, -0.320, -0.188], [0.275, 0.178, -0.109], [-0.204, -0.019, 0.072], [-0.074, 0.102, 0.111], [0.301, 0.040, -0.171], [-0.495, 0.129, 0.324], [0.331, 0.334, -0.256], [0.028, 0.164, -0.041], [-0.125, -0.063, -0.097], [0.161, -0.012, -0.172], [-0.086, 0.078, -0.030], [0.129, -0.068, 0.068], [-0.022, -0.221, 0.059], [0.001, 0.026, 0.017], [-0.021, -0.028, -0.023], [0.020, -0.033, 0.021], [-0.002, 0.057, -0.001], [0.045, -0.126, 0.047], [-0.007, 0.066, -0.004], [-0.037, -0.057, 0.086], [-0.037, -0.009, -0.075], [0.018, 0.007, -0.003], [0.141, 0.085, -0.108], [0.038, 0.048, 0.165], [0.030, 0.113, -0.061], [-0.479, -0.161, -0.214], [0.291, 0.238, 0.025], [0.191, -0.080, 0.268], [-0.107, -0.158, 0.082], [0.159, 0.002, 0.061], [0.029, -0.011, 0.216], [-0.337, 0.026, -0.212], [0.140, -0.008, 0.121], [0.111, 0.086, -0.076], [-0.122, -0.032, 0.076], [0.128, -0.012, 0.058], [0.369, 0.050, -0.062], [-0.211, 0.022, -0.288], [-0.075, -0.056, -0.058], [-0.065, 0.076, -0.048], [-0.025, 0.107, -0.030], [0.005, 0.058, 0.117], [0.000, -0.112, -0.095], [0.010, -0.040, -0.058], [-0.054, 0.100, 0.002], [0.105, -0.016, 0.029], [-0.040, -0.025, -0.009], [-0.072, 0.027, -0.005], [-0.013, -0.067, 0.003], [-0.031, 0.044, 0.038], [-0.013, -0.087, 0.021], [0.257, -0.004, 0.168], [0.018, -0.019, -0.001], [0.032, 0.055, -0.069], [0.011, 0.019, -0.005], [-0.118, 0.011, 0.002], [-0.033, -0.046, 0.026], [0.059, 0.012, -0.040], [-0.011, 0.012, -0.018], [0.019, -0.009, -0.062], [0.011, -0.065, -0.022], [-0.039, 0.011, -0.005], [-0.088, -0.001, -0.042], [-0.100, 0.009, -0.032], [0.003, 0.016, 0.044], [-0.024, 0.012, 0.026], [0.049, -0.126, -0.100], [0.065, -0.031, -0.077], [0.064, -0.021, 0.013], [0.011, -0.075, 0.064], [0.038, 0.051, 0.073], [0.031, 0.022, 0.025], [0.058, 0.095, 0.104], [-0.006, 0.023, 0.000], [0.032, 0.019, 0.003], [-0.009, 0.035, -0.062], [-0.029, -0.026, -0.039], [-0.455, 0.166, -0.547], [0.159, -0.097, 0.062], [-0.087, -0.131, -0.005], [0.069, -0.019, 0.058], [0.043, -0.006, 0.078], [0.056, -0.118, 0.088], [-0.035, 0.132, 0.092], [0.015, -0.001, -0.030], [0.009, -0.031, -0.019], [-0.049, -0.006, 0.016], [-0.016, 0.007, -0.008], [0.051, -0.018, -0.019], [0.382, -0.063, -0.294], [-0.330, 0.176, 0.912], [-0.007, 0.086, -0.247], [-0.163, -0.342, -0.543], [0.028, 0.025, 0.046], [0.034, -0.139, 0.066], [0.019, 0.054, -0.108], [-0.035, 0.021, 0.039], [0.042, 0.044, -0.033], [-0.168, 0.035, 0.045]],
  "gap_ev": 5.3,
  "lumo_ha": 0.0786,
  "charge": -1,
  "homo_energy_ev": -3.188
}



No. 4
{
  "formula": "C9H16N4O5",
  "method": "the ωB97M-V functional and the def2-TZVPD basis",
  "species": ["N", "C", "O", "C", "C", "C", "N", "C", "O", "C", "N", "C", "C", "N", "O", "C", "O", "O", "H", "H", "H", "H", "H", "H", "H", "H", "H", "H", "H", "H", "H", "H", "H", "H"],
  "positions_angstrom": [[-1.608, -1.787, -1.352], [-1.292, -2.136, -0.091], [-0.814, -3.244, 0.172], [-1.549, -1.108, 0.972], [-0.545, -1.080, 2.141], [0.923, -0.964, 1.736], [1.116, -0.110, 0.539], [0.969, 1.225, 0.425], [0.557, 1.928, 1.340], [1.272, 1.816, -0.962], [1.679, 0.747, -1.920], [0.093, 2.629, -1.480], [-1.248, 2.007, -1.269], [-2.042, 2.565, -0.285], [-1.613, 1.069, -1.959], [1.618, -2.302, 1.586], [1.660, -3.163, 2.449], [2.144, -2.514, 0.364], [-1.336, -2.437, -2.082], [-1.829, -0.847, -1.709], [-1.591, -0.114, 0.547], [-2.546, -1.327, 1.399], [-0.873, -0.253, 2.807], [-0.671, -2.044, 2.674], [1.529, -0.448, 2.515], [1.352, -0.540, -0.317], [2.142, 2.461, -0.779], [2.722, 0.624, -1.888], [1.464, 1.062, -2.863], [0.236, 2.881, -2.535], [0.110, 3.591, -0.967], [-2.946, 2.190, -0.069], [-1.547, 3.063, 0.441], [2.464, -3.442, 0.422]],
  "atomic_forces_ev_per_a": [[-0.160, 0.314, -1.333], [0.775, -0.890, -0.009], [-0.367, 0.870, -0.002], [-0.207, 0.339, 0.708], [-0.960, -0.931, 0.461], [0.900, 1.895, -0.081], [0.077, -0.010, 0.333], [-0.812, -0.678, 0.763], [0.172, 0.406, -0.076], [0.963, -1.109, -0.174], [1.099, 0.405, 0.172], [0.497, 1.237, 0.504], [-1.237, -0.401, 0.337], [1.287, 0.093, -0.638], [-0.203, 0.084, -0.061], [-0.552, -1.641, 0.313], [-0.002, 1.540, -0.855], [0.347, -0.443, 0.425], [-0.112, -0.033, 0.408], [0.222, -0.489, 0.899], [-0.174, 0.204, -0.321], [0.391, 0.130, -0.184], [0.537, -0.513, -0.368], [0.233, 0.621, -0.002], [-0.693, -0.366, -0.027], [0.248, -0.806, -1.005], [-0.373, 0.314, -0.054], [-1.425, 0.153, -0.033], [-0.003, -0.223, 0.118], [-0.131, -0.311, 0.023], [0.041, 0.014, 0.092], [-0.032, -0.325, -0.089], [-0.199, 0.008, 0.028], [-0.147, 0.542, -0.273]],
  "gap_ev": 10.0,
  "lumo_ha": 0.0169,
  "charge": 0,
  "homo_energy_ev": -9.518
}



No. 5
{
  "formula": "C4H8NS",
  "method": "the ωB97M-V functional and the def2-TZVPD basis",
  "species": ["C", "C", "C", "C", "N", "S", "H", "H", "H", "H", "H", "H", "H", "H"],
  "positions_angstrom": [[2.859, 0.787, 0.008], [1.658, 0.746, -0.016], [0.236, 1.112, -0.152], [-0.771, -0.067, 0.303], [-0.468, -1.296, -0.564], [-2.387, 0.669, -0.095], [3.885, 0.644, 0.043], [-0.013, 1.229, -1.223], [0.044, 2.011, 0.449], [-0.528, -0.227, 1.363], [-0.784, -2.317, -0.536], [-0.845, -0.861, -1.410], [0.585, -1.517, -0.696], [-3.102, -0.283, 0.572]],
  "atomic_forces_ev_per_a": [[-1.541, -0.650, 0.025], [-0.136, 0.776, -0.243], [-0.256, -2.025, -0.295], [1.070, 1.752, 1.232], [1.949, -1.170, -1.261], [0.164, -1.421, 0.736], [1.301, 0.042, 0.063], [0.296, 0.670, 0.370], [-0.288, -0.322, -0.343], [-0.636, -0.484, -0.392], [-0.774, 1.928, 0.932], [0.274, -0.931, -0.807], [-1.485, 1.345, 0.303], [0.064, 0.490, -0.319]],
  "gap_ev": 10.5,
  "lumo_ha": -0.1380,
  "charge": 1,
  "homo_energy_ev": -14.239
}



No. 6
{
  "formula": "C5H7NO",
  "method": "the ωB97M-V functional and the def2-TZVPD basis",
  "species": ["C", "C", "C", "C", "O", "C", "N", "H", "H", "H", "H", "H", "H", "H"],
  "positions_angstrom": [[-0.888, -0.858, 1.108], [-0.581, 0.468, 0.479], [0.730, 0.697, -0.223], [1.782, -0.363, -0.350], [1.722, -1.501, 0.051], [-1.631, 0.627, -1.216], [-1.316, 0.771, -2.336], [-0.796, -1.630, 0.349], [-1.895, -0.826, 1.520], [-0.176, -1.132, 1.902], [-0.958, 1.340, 1.000], [0.232, 0.713, -1.195], [1.129, 1.712, -0.129], [2.645, -0.019, -0.959]],
  "atomic_forces_ev_per_a": [[-0.299, -0.010, -0.227], [-1.303, 0.011, -1.194], [-0.117, 0.030, -0.528], [-0.075, -0.243, 0.200], [0.044, 0.542, -0.116], [1.795, -0.044, 0.655], [-1.659, -0.229, 1.345], [-0.129, -0.122, 0.161], [0.003, -0.187, -0.006], [-0.063, 0.436, -0.245], [-0.085, -0.064, -0.002], [1.814, 0.161, -0.503], [0.084, -0.231, 0.316], [-0.011, -0.052, 0.144]],
  "gap_ev": 9.6,
  "lumo_ha": -0.0226,
  "charge": 0,
  "homo_energy_ev": -10.239
}